#w
Below is a molecular structure, C7H10O2, with properties calculated with wB97M-V/def2-TZVPD.

The geometry in XYZ format:
```
19
Properties=species:S:1:pos:R:3:nbo_charge:R:1
C -0.01 0.86 -0.86 -0.21
C -0.14 2.02 -0.71 -0.11
C 0.50 -1.24 1.83 -0.10
C -0.91 -1.16 1.37 -0.11
C 0.29 -1.08 -0.42 0.69
C -0.43 3.40 -0.44 -0.68
C 0.73 -1.54 -1.82 -0.68
O 1.25 -1.11 0.57 -0.51
O -0.86 -1.68 0.03 -0.50
H 0.92 -0.54 2.48 0.21
H 0.64 -2.27 2.21 0.18
H -1.64 -1.80 1.88 0.21
H -1.18 -0.18 1.34 0.20
H -1.15 3.65 -1.18 0.23
H 0.42 4.09 -0.53 0.23
H -0.73 3.36 0.58 0.23
H -0.24 -1.83 -2.35 0.24
H 1.42 -2.36 -1.64 0.22
H 1.11 -0.60 -2.34 0.26
```

For the LUMO energy, the calculation gives 0.91 eV. The HOMO energy comes out at -9.14 eV. As for the total charge: 0.

#x
Below is a molecular structure, C7H10O2, with properties calculated with wB97M-V/def2-TZVPD.

The geometry in XYZ format:
```
19
Properties=species:S:1:pos:R:3:nbo_charge:R:1
C -0.96 1.87 0.22 -0.69
C -0.18 -2.17 -1.01 -0.63
C 1.50 0.46 1.31 -0.62
C 0.10 0.17 -1.57 0.57
C -1.18 0.39 0.01 0.56
C 0.39 -0.83 -0.63 -0.09
C 0.45 -0.46 0.75 -0.32
O 0.35 0.77 -2.55 -0.47
O -2.22 -0.21 0.11 -0.61
H 0.10 -1.24 1.43 0.22
H -1.15 2.11 1.27 0.24
H 0.04 2.20 -0.04 0.23
H -1.68 2.39 -0.41 0.24
H -1.21 -2.25 -0.64 0.26
H -0.18 -2.32 -2.09 0.23
H 0.42 -2.95 -0.54 0.24
H 2.36 -0.12 1.68 0.22
H 1.89 1.15 0.55 0.21
H 1.13 1.05 2.15 0.21
```

For the LUMO energy, the calculation gives 0.21 eV. The HOMO energy comes out at -7.46 eV. As for the total charge: 0.

The data favor #x; the next most stable structure lies 0.0346 hartree above it.

#w
Below is C3H8O2S in the gas phase, with properties calculated with wB97M-V/def2-TZVPD.

The geometry in XYZ format:
```
14
Properties=species:S:1:pos:R:3:nbo_charge:R:1
C 1.08 -0.12 1.01 -0.50
C -0.27 0.28 0.48 -0.02
C -0.79 -0.76 -0.40 -0.10
H 2.13 1.28 -0.50 0.18
H 0.82 -1.19 1.36 0.23
H 1.43 0.63 1.81 0.24
H -0.99 0.46 1.32 0.23
H -0.03 1.23 -1.44 0.49
H -0.42 -1.92 0.00 0.19
H -0.30 -0.72 -1.57 0.20
H -2.34 0.29 -0.97 0.47
O -0.24 1.41 -0.37 -0.75
O -2.30 -0.53 -0.23 -0.73
S 2.22 -0.35 -0.52 -0.13
```

For the LUMO energy, the calculation gives 0.32 eV. The HOMO energy comes out at -9.32 eV. As for the SMILES: OC[C@H](O)CS. As for the total charge: 0.

#x
Below is a molecular structure, C3H8O2S, with properties calculated with wB97M-V/def2-TZVPD.

The geometry in XYZ format:
```
14
Properties=species:S:1:pos:R:3:nbo_charge:R:1
C -0.04 -1.70 -1.13 -1.03
C 1.63 0.72 0.19 -0.28
C -1.53 1.03 0.36 -0.66
O -1.00 -1.82 1.27 -0.90
O 1.04 -0.30 0.94 -0.69
S -0.37 -0.93 0.33 1.89
H -0.55 -2.54 -1.40 0.24
H -0.01 -1.02 -1.94 0.21
H 2.47 1.01 0.91 0.21
H 0.99 1.58 0.12 0.18
H 2.17 0.42 -0.70 0.20
H -2.51 0.82 0.83 0.24
H -0.80 1.43 0.93 0.18
H -1.48 1.31 -0.71 0.21
```

For the LUMO energy, the calculation gives 0.04 eV. The HOMO energy comes out at -8.10 eV. As for the total charge: 0.

The data favor #w; the next most stable structure lies 0.0358 hartree above it.